C50H42AsN2O5P2Zr | ωB97M-V/def2-TZVPD

HOMO, Eh: -0.5969
Kohn-Sham gap, eV: 7.471
E, hartree: -5380.8493
Charge: +3

Cartesian coordinates (Å):
Zr 0.20284 -0.88146 -0.45654
C -2.83160 -1.80032 2.83865
N -1.79686 -1.56593 1.78724
P -0.13894 -1.06402 2.15098
C 0.66885 -2.20457 3.29464
C 1.92279 -2.66990 3.06868
C 2.42608 -3.65794 3.84975
C 1.73144 -4.24397 4.87455
C 0.43235 -3.74074 5.13868
C -0.03541 -2.71394 4.37964
C -0.29956 0.47836 2.96711
C 0.70258 0.91369 3.80817
C 0.69875 2.08930 4.46872
C -0.31306 3.00610 4.19100
C -1.32359 2.65873 3.24567
C -1.28451 1.38525 2.64411
P -1.56374 -2.75374 0.55547
C -2.06005 -4.39189 1.17600
C -1.02995 -5.08885 1.87285
C -1.21404 -6.40468 2.34388
C -2.38087 -7.08622 1.94879
C -3.30345 -6.43837 1.18184
C -3.18124 -5.10692 0.80320
C -2.53597 -2.13377 -0.80739
C -3.83431 -1.55732 -0.77498
C -4.32624 -1.01794 -1.94851
C -3.49528 -0.97646 -3.11079
C -2.21436 -1.47343 -3.09631
C -1.71242 -2.01511 -1.95376
H -3.81746 -1.67425 2.45189
H -2.63292 -1.16761 3.70163
H -2.79119 -2.82197 3.21993
H 2.55506 -2.33195 2.31034
H 3.40309 -4.02487 3.61019
H 2.08428 -5.14620 5.49701
H -0.11062 -4.15909 5.93584
H -1.04945 -2.36314 4.62227
H 1.53694 0.26809 4.04575
H 1.45282 2.38378 5.15446
H -0.35824 4.04389 4.60098
H -2.12602 3.28085 2.85057
H -2.13036 1.05115 1.97634
H -0.09911 -4.45144 2.09692
H -0.41271 -6.98679 2.75800
H -2.39020 -8.11814 2.26984
H -4.20241 -7.03502 0.95723
H -3.91048 -4.57649 0.29535
H -4.39253 -1.62290 0.15732
H -5.36962 -0.64760 -2.03911
H -3.98418 -0.49511 -3.95393
H -1.50792 -1.44811 -3.92144
H -0.90433 -2.72838 -2.05263
O 1.71375 -1.24116 -1.84102
C 2.60673 -0.54427 -1.20745
O 2.23104 -0.03358 -0.13111
C 3.96948 -0.46613 -1.64498
C 4.34893 -0.87157 -2.88623
C 5.75199 -0.74828 -3.23363
C 6.56038 -0.16001 -2.29373
C 6.19418 0.29505 -1.00770
C 4.86398 0.10737 -0.70372
N 8.07289 0.02518 -2.54427
O 8.42187 -0.37339 -3.62164
O 8.70781 0.69546 -1.73539
H 3.65059 -1.35133 -3.55335
H 6.09286 -1.05850 -4.19493
H 6.88077 0.68979 -0.30582
H 4.48796 0.37284 0.25513
O -0.68352 0.77566 -0.73716
As -0.69643 2.37146 -1.50371
C -2.31699 3.19668 -0.89340
C -3.55045 2.50617 -0.90359
C -4.67186 3.15637 -0.51330
C -4.53835 4.53041 -0.11686
C -3.37103 5.25529 -0.19137
C -2.20280 4.56153 -0.56612
C -0.79005 2.27051 -3.39285
C -1.57913 3.25765 -3.98427
C -1.49669 3.51556 -5.35645
C -0.57139 2.82332 -6.12280
C 0.31343 1.90966 -5.53792
C 0.24075 1.64836 -4.16241
C 0.98847 3.12889 -0.88542
C 2.05426 3.18308 -1.82090
C 3.23889 3.70551 -1.38755
C 3.47906 4.08867 -0.03900
C 2.43541 3.97775 0.82955
C 1.15374 3.53398 0.42522
H -3.57540 1.37306 -1.01486
H -5.59593 2.66307 -0.51089
H -5.48453 5.01563 0.10381
H -3.35050 6.26384 0.05693
H -1.24220 5.06823 -0.64607
H -2.24546 3.76660 -3.31311
H -2.17558 4.19113 -5.82590
H -0.50936 3.03548 -7.18271
H 0.90738 1.30570 -6.18856
H 0.99834 1.03090 -3.65336
H 1.97887 2.86475 -2.80264
H 4.11382 3.85427 -2.03545
H 4.44395 4.41544 0.34478
H 2.56796 4.07406 1.91508
H 0.42546 3.57121 1.27708

C6H9NO3S | ωB97M-V/def2-TZVPD

Energy relative to the best compared isomer or geometry (same formula, charge and spin), kcal per mole: 159.7
HOMO (spin up / spin down), Eh: -0.3232 / -0.3231
Kohn-Sham gap (spin up / spin down), eV: 7.258 / 7.256
E, hartree: -912.4444
Charge: 0

Cartesian coordinates (Å):
C -1.63639 -0.61859 -0.16160
C 0.05458 0.06016 0.95963
C -1.08185 -1.82632 -0.75198
C 0.78093 -1.21665 0.73088
C 0.44821 -1.75746 -0.66384
C 0.85460 2.76595 0.75935
N -2.50468 0.13481 0.06631
O -0.30578 1.51574 -1.28034
O -3.22981 0.98397 0.42829
O 2.02315 0.92032 -0.71957
S 0.69031 1.26296 -0.25709
H -1.44939 -2.68463 -0.18057
H -1.41486 -1.92775 -1.78623
H 1.84898 -0.98321 0.78002
H 0.52630 -1.94879 1.50341
H 0.89346 -2.73817 -0.83566
H 0.82874 -1.05968 -1.41051
H -0.09374 2.95921 1.24327
H 1.12658 3.57700 0.09461
H 1.64066 2.58113 1.48162

C20H28IrNO2 | ωB97M-V/def2-TZVPD

Multiplicity: 5
Energy relative to the best compared isomer or geometry (same formula, charge and spin), kcal per mole: 10.6
HOMO (spin up / spin down), Eh: -0.1899 / -0.3272
Kohn-Sham gap (spin up / spin down), eV: 5.728 / 6.630
E, hartree: -1088.1056
Charge: 0

Cartesian coordinates (Å):
O 0.37156 -0.26396 -5.81947
C 0.83513 0.78486 -6.74700
C 0.91968 -0.09473 -7.98866
H 1.82007 1.16789 -6.45936
H 0.10678 1.60308 -6.83051
C 0.43085 -1.18342 -6.97497
H 1.94048 -0.23983 -8.35941
H 0.23083 0.14832 -8.81075
C 1.45338 -2.28130 -6.72660
H 2.30758 -1.89380 -6.15516
H 1.81963 -2.68960 -7.68037
H 0.95922 -3.08838 -6.16236
C -0.92282 -1.77073 -7.35300
H -1.71233 -1.01108 -7.39782
H -1.18958 -2.54342 -6.62118
H -0.86477 -2.25512 -8.34065
Ir -0.00586 -0.94464 -0.38210
C -1.90657 -1.07566 0.28942
C -1.47028 0.38286 -0.10151
C -2.26630 0.71530 -1.26063
H -1.08667 1.07498 0.66204
C -3.14659 -0.34843 -1.55392
C -2.98026 -1.39899 -0.63660
H -3.60815 -2.29155 -0.53798
H -1.87023 -1.41288 1.33417
H -2.26836 1.71866 -1.68275
H -3.93456 -0.30536 -2.31061
C 1.45063 -2.65216 -0.27720
C 0.56137 -2.91572 -1.37978
C 0.60317 -1.80090 -2.29342
H -0.05210 -3.81016 -1.50594
C 1.65260 -0.90617 -1.82707
C 2.22422 -1.47928 -0.62557
H 3.06148 -1.08042 -0.05062
H 1.49650 -3.24194 0.64346
H -0.03943 -1.66979 -3.16503
H 1.94783 0.02312 -2.30633
O 1.52747 2.46388 -4.25337
C 0.38655 1.97845 -3.47328
C -0.87666 2.59301 -4.08858
H 0.55725 2.37443 -2.43765
H 0.37791 0.87002 -3.45306
C -0.31912 4.01782 -4.38862
H -1.74178 2.49658 -3.42705
H -1.13026 2.08788 -5.03615
C 1.15933 3.77113 -4.77101
H -0.34381 4.55736 -3.42703
H -0.91206 4.55386 -5.13171
H 1.86516 4.50366 -4.31538
H 1.21480 3.81353 -5.90991
N 0.84267 -0.49327 2.65305
C 0.52475 -0.55780 1.51886

CH4NOPS | ωB97M-V/def2-TZVPD

Multiplicity: 3
Energy relative to the best compared isomer or geometry (same formula, charge and spin), kcal per mole: 90.2
HOMO (spin up / spin down), Eh: -0.2150 / -0.3657
Kohn-Sham gap (spin up / spin down), eV: 6.090 / 6.580
E, hartree: -909.7974
Charge: 0

Cartesian coordinates (Å):
C 1.49032 1.44216 -1.25152
N 0.71855 0.62154 -0.86943
O 2.10873 2.17087 -1.90963
P -1.55469 -1.26365 0.43636
S 0.38012 -0.07042 0.84406
H 1.00783 -1.21284 0.61292
H -1.67812 -0.62250 -0.93824
H -2.55743 -0.35536 0.79127
H 0.08468 -0.70979 2.28421

Q: Which formula does entry 4 have?
A: CH4NOPS

Q: What is the E in the third record?
A: -1088.1056 hartree

Copy entry 3 word for word.
C20H28IrNO2 | ωB97M-V/def2-TZVPD

Multiplicity: 5
Energy relative to the best compared isomer or geometry (same formula, charge and spin), kcal per mole: 10.6
HOMO (spin up / spin down), Eh: -0.1899 / -0.3272
Kohn-Sham gap (spin up / spin down), eV: 5.728 / 6.630
E, hartree: -1088.1056
Charge: 0

Cartesian coordinates (Å):
O 0.37156 -0.26396 -5.81947
C 0.83513 0.78486 -6.74700
C 0.91968 -0.09473 -7.98866
H 1.82007 1.16789 -6.45936
H 0.10678 1.60308 -6.83051
C 0.43085 -1.18342 -6.97497
H 1.94048 -0.23983 -8.35941
H 0.23083 0.14832 -8.81075
C 1.45338 -2.28130 -6.72660
H 2.30758 -1.89380 -6.15516
H 1.81963 -2.68960 -7.68037
H 0.95922 -3.08838 -6.16236
C -0.92282 -1.77073 -7.35300
H -1.71233 -1.01108 -7.39782
H -1.18958 -2.54342 -6.62118
H -0.86477 -2.25512 -8.34065
Ir -0.00586 -0.94464 -0.38210
C -1.90657 -1.07566 0.28942
C -1.47028 0.38286 -0.10151
C -2.26630 0.71530 -1.26063
H -1.08667 1.07498 0.66204
C -3.14659 -0.34843 -1.55392
C -2.98026 -1.39899 -0.63660
H -3.60815 -2.29155 -0.53798
H -1.87023 -1.41288 1.33417
H -2.26836 1.71866 -1.68275
H -3.93456 -0.30536 -2.31061
C 1.45063 -2.65216 -0.27720
C 0.56137 -2.91572 -1.37978
C 0.60317 -1.80090 -2.29342
H -0.05210 -3.81016 -1.50594
C 1.65260 -0.90617 -1.82707
C 2.22422 -1.47928 -0.62557
H 3.06148 -1.08042 -0.05062
H 1.49650 -3.24194 0.64346
H -0.03943 -1.66979 -3.16503
H 1.94783 0.02312 -2.30633
O 1.52747 2.46388 -4.25337
C 0.38655 1.97845 -3.47328
C -0.87666 2.59301 -4.08858
H 0.55725 2.37443 -2.43765
H 0.37791 0.87002 -3.45306
C -0.31912 4.01782 -4.38862
H -1.74178 2.49658 -3.42705
H -1.13026 2.08788 -5.03615
C 1.15933 3.77113 -4.77101
H -0.34381 4.55736 -3.42703
H -0.91206 4.55386 -5.13171
H 1.86516 4.50366 -4.31538
H 1.21480 3.81353 -5.90991
N 0.84267 -0.49327 2.65305
C 0.52475 -0.55780 1.51886